Computed, not measured: a molecular structure, C19H13N2O6V at a distorted geometry, with ωB97M-V/def2-TZVPD.

Atoms and positions in Å:
V 0.11 -0.43 0.91
O -5.98 -3.01 3.02
C -4.91 -3.33 3.57
O -4.68 -3.97 4.61
C -3.65 -2.65 2.95
C -2.40 -2.86 3.50
C -1.29 -2.25 2.94
N -1.40 -1.44 1.88
C -2.61 -1.24 1.33
C -3.75 -1.82 1.83
C -2.58 -0.32 0.14
O -3.51 -0.21 -0.63
O -1.43 0.30 0.02
H -2.31 -3.50 4.36
H -0.29 -2.38 3.32
H -4.72 -1.65 1.38
N 2.22 0.56 -0.09
C 3.10 1.30 -0.97
C 4.45 1.37 -0.63
C 5.36 2.08 -1.39
C 4.92 2.74 -2.53
C 3.58 2.67 -2.88
C 2.64 1.96 -2.12
C 1.24 1.94 -2.59
C 0.68 3.05 -3.24
C -0.61 3.02 -3.74
C -1.39 1.88 -3.61
C -0.89 0.76 -2.95
C 0.40 0.86 -2.48
H 2.61 -0.37 0.03
H 2.35 0.93 0.85
H 4.78 0.86 0.27
H 6.40 2.12 -1.10
H 5.61 3.29 -3.15
H 3.25 3.15 -3.79
H 1.27 3.96 -3.34
H -1.01 3.89 -4.23
H -2.41 1.86 -3.98
H -1.50 -0.12 -2.79
O 1.41 -1.02 1.79
O 2.55 -1.31 2.42

Properties
**⟨S²⟩**: 3.998
**Multiplicity**: 4
**Max |F|**: 0.0292 hartree/bohr
**Gap between HOMO and LUMO (spin up / spin down)**: 7.75 / 6.84 eV
**LUMO level (spin up / spin down)**: 2.3 / 1.3 eV
**Net charge**: -1
**Energy**: -2236.75066 a.u.